Version w
Here is 22 unconnected molecules or ions with the total composition C66H154N22O22 from OMol25. Energies are from ωB97M-V/def2-TZVPD.

## Properties
charge = 0
molar mass = 1608.09 g mol⁻¹
HOMO energy = -8.7 eV
multiplicity = 1

The geometry in XYZ format:
```
264
Properties=species:S:1:pos:R:3:lowdin_charge:R:1
C 10.52422 -4.36163 -3.53184 0.003
C 9.05004 -4.49794 -3.43241 -0.551
O 8.41341 -5.52769 -3.79017 -0.002
N 8.40338 -3.46149 -2.91832 0.006
C 6.94422 -3.32162 -2.86361 -0.039
H 10.78027 -4.49907 -4.58239 0.093
H 11.07562 -5.04760 -2.88880 0.092
H 10.71791 -3.32089 -3.27212 0.073
H 8.90805 -2.75354 -2.40430 0.088
H 6.47760 -4.30670 -2.86221 0.093
H 6.70200 -2.74805 -3.75828 0.088
H 6.50523 -2.67237 -2.10607 0.057
C -6.28742 6.21850 -4.13509 -0.001
C -5.91052 4.82960 -3.79373 -0.636
O -6.62456 3.89145 -4.00105 0.058
N -4.77490 4.68790 -3.09335 0.043
C -4.14430 3.37313 -2.66052 -0.036
H -5.35949 6.76537 -4.30240 0.082
H -6.95824 6.59492 -3.36282 0.083
H -6.81470 6.21431 -5.08906 0.091
H -4.16532 5.46751 -2.89150 0.128
H -4.36658 2.59827 -3.39419 0.065
H -4.49826 2.97335 -1.71026 0.055
H -3.06191 3.40471 -2.53588 0.066
C -6.56382 4.70892 -0.29503 0.010
C -7.17224 5.22685 1.00279 -0.500
O -6.51485 5.27185 2.06694 0.001
N -8.30979 5.89115 0.73357 0.002
C -9.03466 6.54151 1.80641 -0.065
H -6.80595 5.43159 -1.07428 0.073
H -6.89731 3.69859 -0.53193 0.086
H -5.49474 4.64438 -0.09254 0.060
H -8.72382 5.88731 -0.18767 0.140
H -9.66696 5.79238 2.28297 0.091
H -9.56039 7.42935 1.45507 0.085
H -8.35608 6.96354 2.54769 0.082
C 3.31940 -2.52421 -5.66127 0.020
C 3.55009 -1.60002 -4.46564 -0.549
O 3.72971 -0.40673 -4.61036 0.025
N 3.36347 -2.08786 -3.25211 0.025
C 2.83948 -3.35334 -2.85019 -0.093
H 4.26271 -2.79934 -6.13303 0.085
H 2.69750 -2.01745 -6.39920 0.076
H 2.64306 -3.36181 -5.49067 0.070
H 3.40709 -1.60568 -2.36571 0.125
H 3.41663 -4.21531 -3.18484 0.078
H 1.78403 -3.51266 -3.07094 0.078
H 2.83618 -3.26311 -1.76393 0.063
C 4.62184 1.58394 -2.05604 -0.013
C 4.81666 2.78816 -2.94842 -0.600
O 5.80836 3.43654 -2.85686 0.072
N 4.04358 2.78753 -4.04195 0.035
C 4.21881 3.78767 -5.05260 -0.088
H 3.56006 1.35694 -1.96020 0.058
H 4.82860 1.74606 -0.99818 0.066
H 5.07232 0.62355 -2.30667 0.076
H 3.44085 1.98149 -4.12637 0.109
H 4.59278 4.75213 -4.70899 0.088
H 3.38624 4.11574 -5.67494 0.052
H 4.84448 3.40922 -5.86094 0.089
C 5.73628 4.20899 2.89267 0.018
C 4.77753 4.82247 1.80217 -0.619
O 4.74527 6.03615 1.59112 0.025
N 4.20832 3.96359 1.09691 0.046
C 3.48462 4.34062 -0.16509 -0.029
H 6.65913 4.77701 3.01008 0.082
H 6.10271 3.20614 2.67333 0.074
H 5.07603 4.32753 3.75182 0.056
H 4.58520 3.03862 1.24699 0.129
H 2.79233 5.09029 0.21811 0.072
H 2.98463 3.47978 -0.60901 0.065
H 4.01199 4.93071 -0.91460 0.092
C 0.99020 4.68835 -2.19716 0.005
C 0.35869 4.95868 -3.51318 -0.521
O -0.76459 4.46686 -3.79406 -0.022
N 1.01436 5.71873 -4.38840 0.015
C 0.63224 6.05241 -5.72522 -0.075
H 1.49192 3.72069 -2.19364 0.083
H 0.43240 4.82658 -1.27095 0.076
H 1.74186 5.44625 -1.97652 0.075
H 1.90701 6.12309 -4.14395 0.140
H 0.98993 5.49081 -6.58821 0.080
H 0.96391 7.07735 -5.89132 0.089
H -0.45722 6.01821 -5.71947 0.090
C -6.08888 0.39596 -2.64342 0.014
C -5.11646 0.02629 -1.45983 -0.539
O -3.94165 -0.18685 -1.69651 0.023
N -5.64455 0.11694 -0.23989 0.014
C -4.89239 -0.18964 0.95805 -0.059
H -6.78211 -0.30208 -3.11273 0.079
H -5.59219 0.91282 -3.46456 0.059
H -6.72694 1.17242 -2.22142 0.059
H -6.37878 0.79856 -0.11185 0.133
H -4.36220 -1.13491 0.84192 0.069
H -5.57639 -0.24604 1.80484 0.081
H -4.15650 0.60532 1.07894 0.071
C 2.89916 -1.18579 5.26247 -0.015
C 4.15229 -0.37775 5.13058 -0.555
O 5.13314 -0.86860 4.53435 0.011
N 4.13260 0.84913 5.64569 0.012
C 5.28211 1.74880 5.59766 -0.039
H 2.02571 -0.71516 5.71381 0.067
H 3.15319 -2.16397 5.67080 0.086
H 2.37093 -1.46301 4.35022 0.064
H 3.47652 1.05133 6.38648 0.137
H 6.19006 1.22224 5.30363 0.091
H 5.45904 2.04676 6.63111 0.085
H 5.02623 2.63642 5.01905 0.050
C -2.19666 4.41959 0.57513 0.012
C -2.38242 5.80684 1.24456 -0.538
O -1.39520 6.51562 1.36964 0.023
N -3.56899 6.00464 1.83570 0.036
C -3.88518 7.24922 2.55359 -0.060
H -3.02294 4.19220 -0.09843 0.045
H -2.00619 3.65704 1.33033 0.071
H -1.41571 4.37417 -0.18392 0.057
H -4.27165 5.27915 1.82911 0.097
H -4.92463 7.57443 2.51011 0.068
H -3.33015 8.18361 2.47013 0.086
H -3.79786 6.97915 3.60599 0.079
C -5.48251 2.49284 3.53037 -0.009
C -6.40598 1.67734 4.39918 -0.595
O -7.34077 1.13774 3.82165 0.018
N -6.20906 1.64531 5.71856 0.038
C -7.10502 0.78110 6.57263 -0.047
H -4.75051 1.69459 3.40754 0.068
H -5.06281 3.38530 3.99459 0.073
H -6.03143 2.78506 2.63517 0.067
H -5.35879 2.00573 6.12751 0.105
H -6.64959 0.54985 7.53553 0.072
H -7.23376 -0.20398 6.12416 0.074
H -8.09241 1.23116 6.67570 0.081
C -2.17256 -6.64642 -2.58441 0.009
C -1.87480 -5.22206 -2.08878 -0.470
O -0.86346 -4.58498 -2.56476 -0.037
N -2.88037 -4.61255 -1.38918 0.021
C -2.73014 -3.23589 -0.96856 -0.079
H -3.03840 -7.08380 -2.08730 0.070
H -1.28838 -7.17963 -2.23511 0.065
H -2.34382 -6.52759 -3.65429 0.088
H -3.82494 -4.96671 -1.33967 0.127
H -3.57038 -2.62950 -1.30676 0.071
H -1.84867 -2.75576 -1.39354 0.073
H -2.67725 -3.06390 0.10648 0.046
C -2.59152 0.71106 6.66708 0.016
C -2.31228 2.22379 6.30555 -0.497
O -2.95734 2.76569 5.41350 0.014
N -1.27429 2.91713 6.84644 0.005
C -0.83884 4.26844 6.48232 -0.042
H -2.10388 0.30669 7.55410 0.073
H -2.36329 0.04048 5.83862 0.057
H -3.66319 0.71419 6.86612 0.055
H -0.76026 2.43379 7.56912 0.126
H -0.15923 4.37777 5.63716 0.075
H -0.58435 4.79682 7.40109 0.088
H -1.76505 4.83423 6.38170 0.082
C 0.87013 2.31797 -6.22534 0.030
C 0.24762 1.06148 -5.53862 -0.513
O 0.57492 -0.05641 -6.01033 -0.028
N -0.48011 1.22315 -4.48732 0.054
C -1.16726 0.16857 -3.76225 -0.020
H 0.58474 2.37706 -7.27566 0.084
H 1.95965 2.32548 -6.25659 0.066
H 0.57406 3.20145 -5.65974 0.040
H -0.56435 2.19883 -4.24027 0.107
H -2.23614 0.27839 -3.94539 0.085
H -0.93885 0.21429 -2.69742 0.077
H -0.92157 -0.84729 -4.07169 0.064
C -1.44484 -3.24012 -5.38276 -0.001
C -2.08147 -2.77382 -6.70657 -0.576
O -3.00392 -3.29085 -7.24554 0.056
N -1.54778 -1.62827 -7.18936 0.013
C -1.78964 -0.85853 -8.43059 -0.049
H -1.63464 -4.30532 -5.25080 0.069
H -1.99104 -2.83000 -4.53330 0.068
H -0.38838 -2.98634 -5.29562 0.073
H -0.84849 -1.27746 -6.55059 0.055
H -2.85997 -0.92706 -8.62499 0.079
H -1.26442 -1.13990 -9.34332 0.073
H -1.39834 0.14819 -8.28398 0.068
C 3.30310 -8.55616 -4.18175 0.001
C 2.92554 -7.90675 -2.87444 -0.567
O 3.32478 -6.79122 -2.60059 0.035
N 2.15319 -8.56814 -1.97668 0.011
C 1.52688 -7.91429 -0.77467 -0.046
H 3.80896 -7.95600 -4.93806 0.089
H 2.29505 -8.60293 -4.59376 0.080
H 3.68200 -9.57452 -4.09523 0.082
H 1.74139 -9.45461 -2.23109 0.124
H 2.24993 -7.25217 -0.29833 0.072
H 1.14640 -8.74325 -0.17787 0.082
H 0.79245 -7.13761 -0.98790 0.060
C 3.39648 -5.62298 3.82454 0.003
C 4.38685 -5.98135 4.95344 -0.547
O 4.11445 -5.80574 6.14162 0.017
N 5.55400 -6.44783 4.53530 -0.005
C 6.62385 -6.67441 5.44326 -0.073
H 3.80458 -5.98978 2.88272 0.056
H 3.32523 -4.57634 3.52863 0.071
H 2.44820 -6.14254 3.96209 0.079
H 5.76468 -6.44297 3.54753 0.140
H 7.50074 -6.09043 5.16376 0.085
H 7.04416 -7.65018 5.19973 0.080
H 6.32910 -6.57839 6.48825 0.094
C 9.25793 -1.35061 -0.02405 0.013
C 8.09125 -1.45346 0.97831 -0.584
O 8.11979 -0.83025 2.00690 0.074
N 7.06869 -2.14329 0.52390 0.012
C 5.80192 -2.24487 1.23240 -0.052
H 9.35020 -0.32734 -0.38805 0.088
H 9.24017 -1.96697 -0.92288 0.031
H 10.23164 -1.50547 0.44071 0.084
H 7.12862 -2.29489 -0.47287 0.079
H 5.28538 -1.29248 1.35172 0.085
H 5.84476 -2.77212 2.18543 0.084
H 5.20630 -2.86688 0.56424 0.071
C 1.45077 5.80197 3.34616 0.011
C 1.88273 4.40952 3.74416 -0.545
O 2.51700 4.25019 4.81620 -0.016
N 1.46169 3.35469 2.97972 0.026
C 1.98185 1.97931 3.20517 -0.044
H 1.79348 6.46714 4.13874 0.091
H 0.37866 5.82816 3.15123 0.068
H 2.06746 6.02818 2.47631 0.072
H 0.83228 3.54698 2.21358 0.118
H 1.75426 1.64234 4.21648 0.068
H 3.02660 1.89610 2.90574 0.080
H 1.32816 1.39144 2.56080 0.056
C -7.48460 -7.14703 1.12015 -0.011
C -6.72543 -6.25219 1.98599 -0.640
O -6.92034 -6.20835 3.19442 0.042
N -5.83033 -5.48802 1.42199 0.028
C -5.02620 -4.48242 2.20967 -0.028
H -7.96278 -7.82059 1.83132 0.089
H -6.92792 -7.86891 0.52256 0.087
H -8.23561 -6.54820 0.60489 0.096
H -5.85013 -5.46227 0.41251 0.127
H -4.31619 -4.93497 2.90189 0.084
H -5.65128 -3.80764 2.79452 0.076
H -4.37318 -4.01702 1.47139 0.057
C 0.97387 -1.77638 -0.37274 0.011
C 0.62922 -0.37518 0.05052 -0.557
O 1.49105 0.49617 0.01909 0.018
N -0.62600 -0.19685 0.43906 0.011
C -1.21951 0.99448 0.85851 -0.087
H 0.76996 -2.01349 -1.41692 0.076
H 0.41144 -2.42115 0.30255 0.076
H 2.01080 -2.07138 -0.21193 0.069
H -1.33706 -0.85477 0.15335 0.117
H -0.45976 1.76960 0.95873 0.070
H -1.82421 0.87003 1.75682 0.087
H -1.86694 1.21445 0.00966 0.086
C -0.70246 -3.33883 3.39651 0.001
C -1.94732 -2.54909 3.26902 -0.590
O -2.20601 -2.13707 2.20875 0.072
N -2.70844 -2.48047 4.41821 0.027
C -3.96225 -1.78006 4.53818 -0.069
H 0.10208 -2.60362 3.41330 0.081
H -0.58938 -4.11425 2.63886 0.093
H -0.54531 -3.86751 4.33667 0.077
H -2.29197 -2.76908 5.29190 0.134
H -4.25968 -1.04898 3.78641 0.076
H -4.03123 -1.28714 5.50790 0.068
H -4.71920 -2.52948 4.30689 0.070
```



Version x
Here is 22 unconnected molecules or ions with the total composition C66H154N22O22 from OMol25. Energies are from ωB97M-V/def2-TZVPD.

## Properties
charge = 0
molar mass = 1608.09 g mol⁻¹
HOMO energy = -9.0 eV
multiplicity = 1

The geometry in XYZ format:
```
264
Properties=species:S:1:pos:R:3:lowdin_charge:R:1
C -5.57988 0.99489 -5.37146 -0.020
C -5.96317 -0.16067 -6.26502 -0.523
O -7.07917 -0.15989 -6.88680 -0.030
N -5.03856 -1.14244 -6.41230 0.015
C -5.13779 -2.11036 -7.50039 -0.057
H -6.48708 1.52705 -5.07594 0.080
H -4.96409 1.79148 -5.88407 0.107
H -5.04711 0.63045 -4.50899 0.058
H -4.16000 -0.81846 -6.03667 0.081
H -4.41405 -1.97189 -8.29263 0.075
H -6.14281 -2.14650 -7.84733 0.068
H -4.82429 -3.09287 -7.10158 0.083
C -2.35764 -3.44502 -2.98312 0.022
C -3.26772 -3.90999 -1.83229 -0.545
O -4.47263 -4.07812 -1.88132 0.028
N -2.64231 -4.14294 -0.68570 0.011
C -3.25588 -4.51738 0.55465 -0.065
H -2.74351 -2.55779 -3.44079 0.054
H -2.44941 -4.26390 -3.73456 0.110
H -1.39569 -3.31603 -2.56715 0.033
H -1.69940 -3.87167 -0.54851 0.077
H -3.90817 -5.41412 0.42683 0.103
H -3.73907 -3.67658 1.01929 0.051
H -2.46237 -4.71284 1.33211 0.096
C 6.79407 0.65359 -2.43913 0.008
C 7.28696 -0.56121 -1.63247 -0.565
O 8.15086 -0.56147 -0.77046 0.021
N 6.63754 -1.66076 -1.96709 0.022
C 6.78093 -2.90336 -1.27177 -0.061
H 7.31225 1.53844 -2.14678 0.073
H 5.69314 0.80091 -2.31355 0.067
H 6.94064 0.45372 -3.50220 0.085
H 5.81010 -1.55123 -2.57783 0.129
H 6.06475 -3.60846 -1.64219 0.070
H 6.60061 -2.79506 -0.23514 0.060
H 7.80101 -3.27615 -1.35216 0.097
C -2.87057 3.14206 -1.44907 0.002
C -3.55783 3.74861 -2.66246 -0.536
O -4.47484 3.09632 -3.09963 0.030
N -3.16289 5.00536 -3.00302 0.034
C -3.97964 5.83957 -3.89605 -0.054
H -3.43855 3.29744 -0.54423 0.084
H -1.92772 3.61809 -1.20650 0.041
H -2.65375 2.08405 -1.53221 0.049
H -2.30072 5.32467 -2.62758 0.101
H -5.02273 5.74071 -3.62424 0.079
H -3.84448 5.59567 -4.95648 0.085
H -3.71867 6.88671 -3.69584 0.085
C -7.23706 2.76348 -1.69064 0.017
C -7.36072 1.79408 -0.57240 -0.513
O -6.74663 2.06014 0.49882 -0.041
N -8.06939 0.65538 -0.65793 0.076
C -8.02480 -0.18567 0.59479 -0.036
H -6.29317 2.49607 -2.13994 0.060
H -7.13534 3.64978 -1.16250 0.065
H -7.93658 2.85544 -2.46757 0.074
H -8.42943 0.26091 -1.52337 0.127
H -8.64220 0.21138 1.37265 0.085
H -7.05537 -0.22761 0.92340 0.031
H -8.39881 -1.12541 0.36037 0.043
C 1.52784 -6.08926 -1.35930 -0.004
C 0.80557 -7.36734 -1.14127 -0.606
O 0.76300 -8.17532 -2.01880 0.068
N 0.33553 -7.54650 0.12833 0.031
C -0.74504 -8.54922 0.49820 -0.043
H 1.26739 -5.74893 -2.35091 0.070
H 2.57299 -6.37315 -1.24936 0.102
H 1.22452 -5.29627 -0.65636 0.063
H 0.37872 -6.75845 0.80747 0.108
H -1.71182 -8.04292 0.72448 0.080
H -0.51495 -9.14487 1.32412 0.043
H -0.94363 -9.18589 -0.36176 0.076
C -3.50051 0.51179 2.45059 0.005
C -3.85579 1.65641 3.40693 -0.567
O -3.31737 1.88024 4.46049 0.038
N -4.74767 2.51422 2.82639 0.016
C -5.41086 3.60434 3.54513 -0.033
H -3.41248 -0.50275 2.89810 0.090
H -2.54843 0.70213 1.92018 0.049
H -4.22076 0.49445 1.64722 0.056
H -5.14549 2.20120 1.97752 0.060
H -5.72003 3.22461 4.51323 0.080
H -6.27513 3.69566 2.90511 0.082
H -4.87115 4.50854 3.48997 0.060
C -1.75343 -4.06334 5.92375 0.025
C -1.01252 -2.79996 6.39501 -0.536
O 0.19222 -2.64258 6.40367 0.027
N -1.86363 -1.82308 6.78448 0.032
C -1.36396 -0.50170 7.15659 -0.062
H -1.12154 -4.62466 5.29060 0.049
H -2.69366 -3.75239 5.45432 0.083
H -2.01792 -4.65757 6.79731 0.090
H -2.78494 -2.11808 7.00687 0.122
H -0.81469 -0.40916 8.12051 0.097
H -2.12484 0.24995 7.14746 0.069
H -0.67995 -0.07381 6.42800 0.067
C 3.21976 -2.89285 -0.64579 0.013
C 2.97927 -3.02546 -2.15724 -0.572
O 3.88578 -2.88499 -2.95808 -0.011
N 1.72393 -3.18920 -2.49726 0.049
C 1.47023 -3.32337 -3.93060 -0.054
H 2.30112 -3.00284 -0.11430 0.037
H 3.80389 -2.01373 -0.35337 0.072
H 3.75403 -3.85846 -0.39083 0.112
H 1.04916 -3.21089 -1.78042 0.064
H 0.92676 -2.49475 -4.46265 0.082
H 0.91783 -4.22958 -4.26278 0.087
H 2.49143 -3.55302 -4.33512 0.094
C 1.11521 8.02787 -1.52413 0.011
C 0.66832 6.58877 -1.47309 -0.547
O -0.32966 6.19682 -0.90579 0.029
N 1.46979 5.73617 -2.17647 0.053
C 1.04854 4.36153 -2.31984 -0.076
H 0.23429 8.58848 -1.79943 0.080
H 1.90257 8.24002 -2.24657 0.078
H 1.42893 8.36872 -0.53675 0.089
H 2.41773 6.02973 -2.36740 0.095
H 1.65428 3.58361 -1.76977 0.076
H 1.07529 4.06656 -3.33223 0.060
H 0.06648 4.14400 -1.97281 0.047
C 5.06515 3.09711 4.69604 -0.001
C 6.11700 2.76790 5.71771 -0.538
O 5.86294 2.16639 6.76666 0.020
N 7.35129 3.29200 5.51467 -0.002
C 8.42862 3.06222 6.37961 -0.087
H 5.22747 4.01027 4.10360 0.089
H 4.15909 3.13543 5.32019 0.086
H 4.90845 2.26800 4.04512 0.046
H 7.45511 3.79131 4.64230 0.121
H 8.06293 2.87874 7.33723 0.062
H 9.02191 3.94987 6.40778 0.079
H 9.09985 2.20908 6.12955 0.104
C 2.80000 0.37209 5.35458 0.016
C 3.21054 -0.24076 4.07657 -0.549
O 3.19481 0.29046 2.99503 0.021
N 3.68902 -1.50660 4.27323 0.027
C 4.20028 -2.24183 3.11473 -0.047
H 2.36445 -0.24002 6.10174 0.072
H 2.04000 1.13887 5.14976 0.072
H 3.62452 0.96621 5.80774 0.088
H 4.09386 -1.70056 5.17420 0.140
H 3.32159 -2.58656 2.53513 0.071
H 4.56493 -3.17732 3.65966 0.118
H 4.90303 -1.70575 2.50110 0.050
C 1.72010 -5.71518 3.90932 0.016
C 1.21265 -4.55869 3.07969 -0.566
O 1.04867 -4.68965 1.87464 0.012
N 0.94179 -3.42001 3.70586 0.033
C 0.35771 -2.26873 3.07398 -0.042
H 1.09275 -6.61123 3.83206 0.086
H 1.62026 -5.30659 4.92853 0.078
H 2.77077 -5.97874 3.69480 0.093
H 0.93829 -3.38950 4.67185 0.052
H -0.77731 -2.22441 3.15759 0.115
H 0.73128 -2.12019 2.07181 0.056
H 0.64328 -1.42271 3.68406 0.065
C -7.40475 -2.17139 -3.73245 -0.014
C -7.97934 -2.59305 -2.47237 -0.523
O -8.99286 -2.04081 -1.97805 -0.009
N -7.26539 -3.62456 -1.89773 0.009
C -7.61451 -4.19143 -0.62104 -0.083
H -6.47464 -1.61297 -3.62982 0.086
H -8.11381 -1.57156 -4.29132 0.092
H -7.13879 -3.06559 -4.32432 0.103
H -6.43644 -3.88827 -2.37926 0.074
H -8.67577 -3.99275 -0.43930 0.077
H -7.07319 -3.70244 0.25165 0.087
H -7.53087 -5.28176 -0.61942 0.082
C 5.05048 5.79443 -0.50024 0.021
C 4.76177 6.01360 -2.04635 -0.532
O 4.70481 7.14635 -2.56891 0.000
N 4.52044 4.87823 -2.68252 -0.004
C 4.45206 4.77493 -4.11517 -0.050
H 5.80343 4.98806 -0.31300 0.090
H 4.12546 5.58798 -0.04863 0.019
H 5.34585 6.74211 -0.04756 0.078
H 4.61690 3.97411 -2.16964 0.108
H 3.61661 4.11537 -4.35867 0.079
H 5.34171 4.38633 -4.59660 0.088
H 4.23086 5.75665 -4.44206 0.070
C 4.95160 0.83778 0.59966 0.013
C 4.19126 2.07145 0.17318 -0.534
O 4.36677 2.48019 -0.96242 0.008
N 3.31997 2.52280 1.09762 0.077
C 2.29583 3.57524 0.77924 -0.028
H 4.22286 0.04655 0.55549 0.055
H 5.28160 0.89069 1.63237 0.063
H 5.71331 0.45631 -0.13759 0.081
H 3.27895 1.94815 1.94270 0.087
H 2.73012 4.39266 0.24707 0.036
H 1.93532 4.10992 1.66083 0.091
H 1.51267 3.22566 0.12081 0.057
C -0.17833 -0.79684 -6.99427 0.010
C -1.06036 -0.30123 -5.85238 -0.523
O -2.09374 -0.85340 -5.52814 0.029
N -0.49848 0.76514 -5.18195 0.021
C -1.17261 1.25559 -3.99503 -0.074
H 0.61883 -1.51122 -6.66709 0.085
H 0.26466 0.04288 -7.50259 0.076
H -0.83014 -1.35402 -7.62555 0.068
H 0.45582 1.08455 -5.46140 0.117
H -2.23803 1.29107 -4.22500 0.078
H -0.76366 2.23351 -3.85630 0.062
H -1.03634 0.68173 -2.98915 0.103
C 3.65751 -0.76252 -6.77309 0.003
C 3.09682 0.19391 -5.74071 -0.526
O 2.58132 1.28259 -5.96478 0.014
N 3.15874 -0.30397 -4.46216 0.024
C 2.49544 0.26410 -3.34711 -0.088
H 3.04930 -0.60432 -7.64973 0.072
H 3.57177 -1.83623 -6.44919 0.092
H 4.72184 -0.71031 -7.05348 0.089
H 3.58025 -1.21812 -4.31829 0.095
H 3.04282 0.22315 -2.39748 0.076
H 1.48491 -0.15102 -3.17849 0.077
H 2.35703 1.31927 -3.53429 0.076
C 0.17366 1.64584 2.95414 0.013
C -0.60572 2.59845 2.10695 -0.582
O -1.09943 2.29493 1.06013 0.029
N -0.75276 3.85836 2.60026 0.030
C -1.80183 4.76538 2.12445 -0.031
H 0.96540 1.10362 2.43507 0.054
H -0.54974 0.99420 3.46609 0.089
H 0.68828 2.16156 3.82492 0.093
H -0.46834 4.03243 3.56028 0.136
H -2.73664 4.38884 2.47757 0.051
H -1.87759 4.69502 1.03120 0.071
H -1.59649 5.79499 2.45788 0.099
C -6.23027 -2.55039 3.30683 0.002
C -6.04406 -1.73873 4.60084 -0.516
O -5.79510 -2.38352 5.64973 -0.018
N -6.23728 -0.41474 4.59016 0.028
C -6.23248 0.31864 5.83138 -0.053
H -7.18254 -2.25368 2.81139 0.080
H -6.31148 -3.58016 3.53433 0.061
H -5.39769 -2.33338 2.56953 0.079
H -6.35187 -0.00929 3.69297 0.117
H -7.22761 0.64541 6.25719 0.110
H -5.52399 1.14964 5.73924 0.068
H -5.87540 -0.38282 6.52248 0.050
C 7.92068 -1.44434 2.44066 0.016
C 7.69826 0.05469 2.68632 -0.549
O 7.26003 0.46800 3.73383 0.042
N 8.20590 0.89010 1.70522 0.025
C 8.00591 2.34116 1.91164 -0.071
H 8.57636 -1.60692 1.57253 0.079
H 6.96092 -1.82918 2.25763 0.023
H 8.25820 -1.91346 3.35855 0.086
H 8.42624 0.55359 0.77544 0.080
H 6.95528 2.66690 1.78058 0.074
H 8.68354 2.80458 1.19585 0.077
H 8.43575 2.70910 2.87880 0.079
C 1.01371 -0.48529 -0.16923 -0.004
C -0.27493 -1.22914 -0.26549 -0.479
O -0.21496 -2.44288 -0.56212 -0.015
N -1.35527 -0.39315 -0.19228 0.047
C -2.67110 -0.74561 -0.75442 -0.042
H 1.63278 -0.83171 -0.97826 0.041
H 1.54013 -0.45456 0.81554 0.085
H 0.84781 0.59031 -0.35905 0.088
H -1.18239 0.50433 0.26407 0.078
H -3.31965 0.18153 -0.71781 0.088
H -3.25131 -1.32712 -0.03338 0.069
H -2.61334 -1.16580 -1.82160 0.102
```



The winner here is version x, beating the second structure by 7.274 eV.